An isolated molecule of C8H11N, computed with ωB97M-V/def2-TZVPD.

Summary:
Relative energy (zero: lowest compared OMol25 entry of this formula, charge and spin) ... 398.2 kJ/mol
Molecular weight ... 121.183 g mol⁻¹
LUMO energy ... 0.85 eV
Max |F| ... 5.96 eV/Å

Last columns: bonded neighbours and bond lengths (Å).
CARTESIAN COORDINATES (ANGSTROEM)
1 C 1.2458 -0.3680 -0.3078  C4 1.560, C6 1.531, N9 1.257
2 C -1.2756 -0.5571 0.1795  C3 1.578, C4 1.536, C5 1.467, H10 1.055
3 C -0.6394 0.6029 1.0387  C2 1.578, C4 1.521, C5 1.452, H11 0.981
4 C -0.1491 0.3282 -0.3742  C1 1.560, C2 1.536, C3 1.521, C7 1.520
5 C -0.5304 -0.7939 1.4209  C2 1.467, C3 1.452, C8 1.462
6 C 2.1739 -0.2513 -1.5200  C1 1.531, H12 1.021, H13 1.045, H14 1.134
7 C -0.3260 1.3729 -1.4635  C4 1.520, H15 1.171, H16 1.030, H17 1.175
8 C -0.8781 -1.6203 2.5760  C5 1.462, H18 1.152, H19 1.070, H20 1.094
9 N 1.4046 -1.1839 0.6348  C1 1.257
10 H -2.1971 -0.7375 -0.3008  C2 1.055
11 H -0.9214 1.4564 1.4306  C3 0.981
12 H 2.8673 0.4781 -1.3501  C6 1.021
13 H 1.7710 0.0043 -2.4502  C6 1.045
14 H 2.6144 -1.2957 -1.4971  C6 1.134
15 H 0.5776 2.1185 -1.4609  C7 1.171
16 H -1.1272 1.9410 -1.1519  C7 1.030
17 H -0.3454 0.8267 -2.5041  C7 1.175
18 H 0.1830 -1.7293 3.0115  C8 1.152
19 H -1.1743 -2.6338 2.4022  C8 1.070
20 H -1.6784 -1.0522 3.0590  C8 1.094

Löwdin atomic charge list, values in e, 8 entries: number 1, C, carries -0.392; number 2, C, carries 0.019; number 3, C, carries -0.005; number 4, C, carries -0.360; number 5, C, carries -0.248; number 6, C, carries -0.039; number 7, C, carries -0.038; number 8, C, carries -0.044